Formula: C20H61N5O8
Source: the Open Molecules 2025 dataset
Level of theory: ωB97M-V with the def2-TZVPD basis set

The HOMO energy is -9.196 eV. As for the calculated total energy: -1674.19034 Ha. Its orbital gap is 9.56 eV. The max |F| is 0.0354 Eh/bohr. As for the energy above the lowest of the compared OMol25 structures with the same formula, charge and spin: 20.9 kcal per mole. Its structure (SMILES) is COC[C@H](C)N.COC[C@H](C)N.COC[C@H](C)N.COC[C@H](C)N.COC[C@H](C)N.O.O.O.

Cartesian coordinates (Å):
C (1.832, 0.975, -0.209)
C (1.132, -0.289, 0.332)
C (0.869, -1.344, -0.738)
O (-0.025, -0.716, -1.651)
C (-0.123, -1.367, -2.882)
N (1.954, -0.872, 1.413)
H (2.856, 0.627, -0.363)
H (1.775, 1.765, 0.532)
H (1.400, 1.226, -1.174)
H (0.185, 0.062, 0.759)
H (0.293, -2.178, -0.315)
H (1.795, -1.738, -1.165)
H (-0.531, -2.390, -2.817)
H (0.838, -1.570, -3.379)
H (-0.754, -0.783, -3.545)
H (1.557, -1.780, 1.634)
H (1.891, -0.299, 2.246)
C (-5.709, -5.308, -2.586)
C (-5.265, -4.008, -3.251)
C (-4.408, -3.186, -2.317)
O (-3.772, -2.139, -3.003)
C (-3.288, -1.158, -2.118)
N (-4.530, -4.322, -4.481)
H (-6.332, -5.077, -1.711)
H (-4.890, -5.902, -2.183)
H (-6.367, -5.881, -3.237)
H (-6.153, -3.391, -3.452)
H (-3.669, -3.840, -1.831)
H (-5.084, -2.860, -1.517)
H (-2.921, -0.280, -2.651)
H (-2.449, -1.544, -1.533)
H (-4.055, -0.760, -1.442)
H (-5.154, -4.723, -5.174)
H (-4.237, -3.434, -4.885)
C (-4.442, 4.850, -1.775)
C (-3.758, 5.471, -0.535)
C (-2.238, 5.219, -0.561)
O (-2.015, 3.889, -0.938)
C (-0.665, 3.550, -1.033)
N (-4.032, 6.917, -0.575)
H (-4.626, 3.801, -1.541)
H (-3.790, 4.928, -2.644)
H (-5.380, 5.356, -1.990)
H (-4.096, 4.936, 0.361)
H (-1.817, 5.390, 0.437)
H (-1.854, 5.924, -1.313)
H (-0.567, 2.475, -1.182)
H (-0.027, 3.862, -0.197)
H (-0.201, 3.990, -1.931)
H (-5.019, 7.062, -0.375)
H (-3.596, 7.332, 0.254)
C (8.277, 2.038, 1.183)
C (6.785, 2.270, 0.858)
C (5.973, 1.024, 1.201)
O (6.509, -0.067, 0.482)
C (5.589, -1.134, 0.513)
N (6.262, 3.489, 1.479)
H (8.324, 1.857, 2.264)
H (8.943, 2.866, 0.947)
H (8.621, 1.134, 0.682)
H (6.707, 2.401, -0.225)
H (4.946, 1.186, 0.862)
H (6.028, 0.844, 2.283)
H (4.662, -0.894, -0.032)
H (5.238, -1.320, 1.530)
H (5.933, -2.017, -0.020)
H (6.398, 3.432, 2.487)
H (6.868, 4.236, 1.157)
C (-0.136, -5.093, 3.302)
C (-0.850, -3.803, 2.888)
C (-2.220, -4.099, 2.303)
O (-2.838, -2.876, 1.958)
C (-4.206, -3.058, 1.608)
N (-0.913, -2.838, 3.995)
H (0.060, -5.653, 2.390)
H (-0.704, -5.642, 4.054)
H (0.787, -4.838, 3.827)
H (-0.255, -3.354, 2.078)
H (-2.794, -4.645, 3.067)
H (-2.139, -4.810, 1.473)
H (-4.826, -3.527, 2.380)
H (-4.477, -3.661, 0.733)
H (-4.442, -2.006, 1.451)
H (0.018, -2.461, 4.131)
H (-1.491, -2.072, 3.650)
O (3.341, 3.453, 1.401)
H (3.054, 4.063, 2.091)
H (4.327, 3.494, 1.423)
O (3.952, 2.946, -1.747)
H (3.725, 3.809, -2.110)
H (3.706, 3.003, -0.811)
O (1.861, 2.045, 3.728)
H (2.528, 1.934, 4.415)
H (2.330, 1.875, 2.898)

Mulliken population analysis, charges in e, atoms 1 to 4: C -0.86; C 0.38; C -0.72; O -0.08